(1)
Computed, not measured: 2 unconnected molecules or ions with the total composition C2H8N2O2S at a distorted geometry, with the ωB97M-V functional and the def2-TZVPD basis.

Total charge: 0
Energy above the lowest of the compared OMol25 structures with the same formula, charge and spin in kcal per mole: 40.1
Largest force on an atom in eV/A: 5.3
Kohn-Sham gap in eV: 9.877

```
15
Properties=species:S:1:pos:R:3:lowdin_charge:R:1
C 2.536 -0.563 1.382 -0.10
C -1.475 0.869 -2.033 -0.26
N 0.415 -1.510 1.404 0.01
N 1.289 -0.448 1.169 -0.13
O -0.808 1.932 0.201 -0.33
O -2.114 -0.306 -0.006 -0.53
S -2.167 1.136 -0.392 0.91
H 3.029 -1.637 1.594 0.10
H -0.050 1.352 0.175 0.01
H 3.251 0.234 1.355 0.04
H -2.226 0.601 -2.744 0.04
H -1.067 1.838 -2.580 0.10
H -0.670 0.228 -1.979 0.02
H -0.539 -1.262 1.262 0.03
H 0.594 -2.465 1.193 0.07
```

---

(2)
Computed, not measured: 2 unconnected molecules or ions with the total composition C2H8N2O2S at a distorted geometry, with the ωB97M-V functional and the def2-TZVPD basis.

Total charge: 0
Energy above the lowest of the compared OMol25 structures with the same formula, charge and spin in kcal per mole: 46.5
Largest force on an atom in eV/A: 2.7
Kohn-Sham gap in eV: 9.524

```
15
Properties=species:S:1:pos:R:3:lowdin_charge:R:1
C 0.426 -1.971 -1.797 -0.09
C -1.116 2.359 0.989 -0.20
N 2.072 -0.981 -0.522 -0.02
N 0.924 -1.596 -0.702 -0.19
O -1.651 -0.271 0.488 -0.33
O 0.324 0.210 1.770 -0.48
S -0.303 0.658 0.551 0.84
H 0.947 -1.979 -2.763 0.06
H -2.186 -0.491 1.244 0.06
H -0.599 -2.371 -1.862 0.06
H -0.835 2.442 1.993 0.00
H -0.831 3.235 0.352 0.05
H -2.246 2.372 1.043 0.06
H 2.210 -0.725 0.429 0.06
H 2.864 -0.891 -1.212 0.13
```